An isolated molecule of C26H32N4OS, computed with ωB97M-V with the def2-TZVPD basis set.

As for the frontier orbital gap: 0.32277 Eh. Its energy above the lowest of the compared OMol25 structures with the same formula, charge and spin is 0.0 kcal per mole. The maximum force is 0.86 eV Å⁻¹. The structure (SMILES) is CSc1ccc(CN2CCC(n3nccc3NC(=O)CCCc3ccccc3)CC2)cc1.

Element x y z (Å)
C (1.381, -1.193, 5.703)
S (2.991, -1.259, 4.866)
C (2.593, -1.843, 3.245)
C (1.305, -1.860, 2.726)
C (1.092, -2.329, 1.445)
C (2.144, -2.781, 0.658)
C (1.860, -3.279, -0.734)
N (1.094, -2.282, -1.462)
C (0.432, -2.793, -2.645)
C (-0.571, -1.755, -3.142)
C (0.155, -0.442, -3.453)
N (-0.745, 0.581, -3.932)
N (-0.606, 1.001, -5.195)
C (-1.538, 1.909, -5.391)
C (-2.314, 2.098, -4.242)
C (-1.775, 1.222, -3.320)
N (-2.127, 0.978, -1.999)
C (-3.087, 1.654, -1.297)
O (-3.770, 2.530, -1.771)
C (-3.213, 1.180, 0.144)
C (-3.499, 2.359, 1.074)
C (-2.327, 3.349, 1.125)
C (-1.081, 2.719, 1.678)
C (-0.913, 2.579, 3.050)
C (0.229, 1.994, 3.566)
C (1.216, 1.522, 2.717)
C (1.054, 1.646, 1.348)
C (-0.082, 2.247, 0.835)
C (0.989, 0.014, -2.252)
C (1.899, -1.123, -1.798)
C (3.430, -2.745, 1.180)
C (3.655, -2.284, 2.462)
H (0.893, -2.160, 5.629)
H (0.765, -0.407, 5.275)
H (1.600, -0.966, 6.742)
H (0.467, -1.508, 3.305)
H (0.093, -2.341, 1.038)
H (1.252, -4.187, -0.669)
H (2.801, -3.538, -1.248)
H (1.151, -3.029, -3.450)
H (-0.097, -3.713, -2.382)
H (-1.072, -2.118, -4.041)
H (-1.327, -1.608, -2.369)
H (0.832, -0.616, -4.299)
H (-1.627, 2.398, -6.340)
H (-3.137, 2.762, -4.090)
H (-1.615, 0.250, -1.525)
H (-4.050, 0.478, 0.185)
H (-2.309, 0.658, 0.466)
H (-3.707, 1.985, 2.078)
H (-4.383, 2.883, 0.706)
H (-2.617, 4.194, 1.753)
H (-2.142, 3.725, 0.117)
H (-1.678, 2.947, 3.719)
H (0.354, 1.919, 4.637)
H (2.113, 1.073, 3.116)
H (1.823, 1.282, 0.681)
H (-0.191, 2.373, -0.234)
H (0.354, 0.288, -1.410)
H (1.585, 0.885, -2.529)
H (2.631, -1.358, -2.593)
H (2.450, -0.819, -0.906)
H (4.264, -3.085, 0.583)
H (4.655, -2.259, 2.869)

Cartesian forces (eV/Å) of the 2 atoms listed first:
C 0.41 -0.04 -0.42
S -0.07 0.06 0.15

=====

A structure of composition C26H32N5O4Ru, computed with ωB97M-V with the def2-TZVPD basis set.

As for the frontier orbital gap (alpha / beta): 0.18459 / 0.20789 Eh. Its energy above the lowest of the compared OMol25 structures with the same formula, charge and spin is 4.9 kcal per mole. The maximum force is 0.93 eV Å⁻¹. Its charge is +2. Its spin multiplicity is 6.

Element x y z (Å)
Ru (-0.820, -0.034, -1.620)
C (2.667, 5.468, 0.927)
C (2.239, 4.200, 0.235)
C (3.103, 3.136, 0.064)
C (2.719, 1.983, -0.636)
C (3.680, 0.965, -0.981)
N (4.520, 0.451, -0.148)
C (4.280, 0.355, 1.306)
C (3.788, -1.067, 1.606)
C (2.881, -1.131, 2.843)
N (1.492, -1.165, 2.414)
C (0.525, -1.896, 3.011)
C (-0.802, -2.054, 2.552)
C (-1.699, -2.764, 3.337)
C (-3.040, -2.972, 2.955)
C (-3.966, -3.732, 3.829)
C (-3.500, -2.467, 1.714)
C (-2.653, -1.769, 0.872)
C (-3.252, -1.309, -0.378)
N (-2.725, -0.684, -1.359)
C (-3.635, -0.229, -2.434)
C (-3.859, 1.276, -2.312)
C (-2.674, 2.117, -2.764)
N (-1.459, 1.908, -1.955)
C (-0.796, 2.926, -1.560)
C (0.524, 2.915, -0.954)
C (0.968, 4.072, -0.319)
C (1.399, 1.814, -1.097)
O (1.063, 0.647, -1.586)
C (-1.295, -1.512, 1.256)
O (-0.494, -0.847, 0.530)
H (3.594, 5.328, 1.479)
H (1.902, 5.813, 1.622)
H (2.830, 6.267, 0.202)
H (4.126, 3.226, 0.413)
H (3.736, 0.623, -2.012)
H (5.227, -0.173, -0.524)
H (3.521, 1.090, 1.557)
H (5.187, 0.594, 1.858)
H (4.635, -1.746, 1.702)
H (3.200, -1.413, 0.754)
H (3.057, -0.269, 3.495)
H (3.089, -2.023, 3.431)
H (1.221, -0.663, 1.581)
H (0.807, -2.409, 3.921)
H (-1.359, -3.167, 4.283)
H (-3.574, -3.856, 4.836)
H (-4.129, -4.727, 3.399)
H (-4.943, -3.247, 3.873)
H (-4.531, -2.630, 1.424)
H (-4.314, -1.538, -0.463)
H (-4.584, -0.760, -2.354)
H (-3.179, -0.472, -3.392)
H (-4.123, 1.523, -1.280)
H (-4.707, 1.547, -2.941)
H (-2.940, 3.175, -2.750)
H (-2.408, 1.846, -3.788)
H (-1.235, 3.912, -1.720)
H (0.283, 4.913, -0.251)
N (-0.050, -2.163, -1.828)
C (0.438, -2.440, -3.189)
C (-0.341, -1.603, -4.202)
O (-0.370, -1.942, -5.356)
O (-0.901, -0.541, -3.680)
H (0.666, -2.271, -1.119)
H (-0.822, -2.773, -1.584)
H (0.331, -3.483, -3.475)
H (1.483, -2.145, -3.273)

Cartesian forces (eV/Å) of the 2 atoms listed first:
Ru 0.49 -0.23 -0.76
C -0.05 -0.02 -0.09

=====

A cluster of 2 separate species, C26H32NO3 in total at a distorted geometry, computed with ωB97M-V with the def2-TZVPD basis set.

As for the frontier orbital gap: 0.18231 Eh. Its energy above the lowest of the compared OMol25 structures with the same formula, charge and spin is 18.8 kcal per mole. The maximum force is 1.66 eV Å⁻¹. Its charge is +1.

Element x y z (Å)
C (2.889, 4.642, -1.953)
C (1.989, 3.675, -1.209)
O (2.665, 2.966, -0.199)
C (1.753, 2.476, 0.708)
C (2.297, 1.682, 1.788)
C (1.556, 1.365, 2.870)
N (1.896, 0.452, 3.844)
C (1.039, 0.286, 5.020)
C (1.913, 0.050, 6.246)
O (2.743, -1.091, 6.056)
C (3.600, -0.963, 4.927)
C (2.824, -0.672, 3.643)
O (0.548, 2.681, 0.634)
H (2.374, 5.124, -2.784)
H (3.249, 5.429, -1.289)
H (3.764, 4.136, -2.358)
H (1.151, 4.205, -0.732)
H (1.557, 2.922, -1.881)
H (3.319, 1.357, 1.718)
H (0.592, 1.839, 2.973)
H (0.397, 1.166, 5.138)
H (0.391, -0.577, 4.844)
H (2.567, 0.913, 6.430)
H (1.322, -0.113, 7.157)
H (4.329, -0.172, 5.137)
H (4.159, -1.902, 4.856)
H (2.224, -1.540, 3.351)
H (3.498, -0.444, 2.811)
C (-4.222, -3.134, 3.662)
C (-3.603, -2.320, 2.579)
C (-3.176, -1.016, 2.804)
C (-2.595, -0.275, 1.800)
C (-2.417, -0.808, 0.512)
C (-1.795, -0.025, -0.509)
C (-1.667, -0.432, -1.821)
C (-1.050, 0.307, -2.810)
C (-0.860, -0.132, -4.158)
C (-0.298, 0.734, -5.112)
C (-0.075, 0.320, -6.404)
C (-0.391, -0.972, -6.805)
C (-0.107, -1.437, -8.190)
C (-0.958, -1.832, -5.873)
C (-1.191, -1.431, -4.580)
C (-2.856, -2.125, 0.296)
C (-3.430, -2.856, 1.308)
H (-4.457, -4.141, 3.317)
H (-3.545, -3.228, 4.512)
H (-5.151, -2.683, 4.011)
H (-3.300, -0.587, 3.783)
H (-2.278, 0.735, 1.995)
H (-1.366, 0.922, -0.226)
H (-2.084, -1.381, -2.094)
H (-0.670, 1.279, -2.549)
H (-0.041, 1.739, -4.821)
H (0.355, 0.999, -7.118)
H (-0.400, -2.479, -8.323)
H (-0.651, -0.844, -8.925)
H (0.958, -1.366, -8.411)
H (-1.205, -2.834, -6.176)
H (-1.612, -2.134, -3.883)
H (-2.728, -2.586, -0.666)
H (-3.742, -3.868, 1.127)

Cartesian forces (eV/Å) of the 2 atoms listed first:
C 0.45 -0.19 0.27
C -0.84 0.85 -0.96

=====

A structure of composition C26H33B2FeN11S4, computed with ωB97M-V with the def2-TZVPD basis set.

As for the frontier orbital gap (alpha / beta): 0.20989 / 0.19942 Eh. Its energy above the lowest of the compared OMol25 structures with the same formula, charge and spin is 5.4 kcal per mole. The maximum force is 0.74 eV Å⁻¹. Its charge is +1. Its spin multiplicity is 6.

Element x y z (Å)
Fe (0.337, -0.424, -0.605)
C (3.121, -3.294, -0.856)
N (2.795, -3.104, 0.545)
C (3.693, -3.123, 1.586)
C (2.975, -2.916, 2.716)
N (1.650, -2.785, 2.375)
B (0.550, -2.994, 3.517)
N (-0.841, -2.408, 3.193)
C (-1.956, -3.219, 3.097)
C (-3.053, -2.440, 3.099)
N (-2.606, -1.135, 3.194)
C (-3.460, 0.027, 3.276)
C (-1.251, -1.125, 3.245)
S (-0.298, 0.284, 3.371)
C (1.560, -2.887, 1.048)
S (0.136, -2.692, 0.077)
H (4.185, -3.119, -0.991)
H (2.563, -2.580, -1.458)
H (2.881, -4.310, -1.168)
H (4.744, -3.287, 1.429)
H (3.282, -2.890, 3.746)
H (0.409, -4.189, 3.601)
H (1.015, -2.504, 4.512)
H (-1.860, -4.288, 3.044)
H (-4.099, -2.681, 3.041)
H (-4.441, -0.288, 3.623)
H (-3.560, 0.497, 2.299)
H (-3.033, 0.741, 3.977)
N (1.105, 2.260, -1.125)
C (1.260, 3.202, -0.073)
C (0.952, 4.527, -0.274)
C (1.011, 5.475, 0.757)
C (1.415, 5.100, 2.006)
C (1.763, 3.757, 2.258)
C (2.208, 3.347, 3.542)
C (2.558, 2.055, 3.780)
C (2.427, 1.129, 2.743)
N (2.023, 1.495, 1.531)
C (1.670, 2.801, 1.226)
H (1.990, 1.933, -1.497)
H (0.560, 2.641, -1.893)
H (0.656, 4.838, -1.267)
H (0.756, 6.505, 0.548)
H (1.487, 5.818, 2.813)
H (2.263, 4.087, 4.330)
H (2.884, 1.713, 4.750)
H (2.631, 0.076, 2.874)
C (0.055, -3.540, -3.432)
N (-1.074, -2.623, -3.391)
C (-2.393, -2.968, -3.579)
C (-3.102, -1.816, -3.541)
N (-2.227, -0.775, -3.336)
B (-2.668, 0.714, -3.495)
N (-2.325, 1.645, -2.259)
C (-2.417, 3.007, -2.438)
C (-2.295, 3.607, -1.232)
N (-2.101, 2.604, -0.310)
C (-1.956, 2.805, 1.125)
C (-2.134, 1.414, -0.959)
S (-1.937, -0.116, -0.161)
C (-0.998, -1.289, -3.241)
S (0.466, -0.404, -2.957)
H (-0.334, -4.552, -3.491)
H (0.644, -3.433, -2.524)
H (0.671, -3.332, -4.305)
H (-2.700, -3.988, -3.719)
H (-4.157, -1.642, -3.646)
H (-2.112, 1.201, -4.445)
H (-3.866, 0.700, -3.606)
H (-2.587, 3.427, -3.414)
H (-2.337, 4.643, -0.945)
H (-1.357, 3.695, 1.298)
H (-1.461, 1.942, 1.572)
H (-2.935, 2.940, 1.584)
N (2.635, -0.308, 0.135)
C (1.716, 0.393, 0.632)
H (3.607, -0.069, 0.370)

Cartesian forces (eV/Å) of the 2 atoms listed first:
Fe -0.62 -0.35 0.23
C 0.01 0.06 -0.01

=====

> What is the formula in the second record?

C26H32N5O4Ru

=====

> Which of these has the lowest maximum force?

C26H33B2FeN11S4

=====

> Among the records above, which one has the highest maximum force?

C26H32NO3